[1]
Molecular formula: ClH2NO2S
Method: DFT, wB97M-V/def2-TZVPD

```
7
Properties=species:S:1:pos:R:3:forces:R:3
N -0.3889 0.1201 -1.3560 3.0810 -1.4188 -1.7800
O -0.6073 0.8401 -0.1503 0.2601 -0.3819 0.8471
O -0.9190 -0.7540 1.8914 -0.4036 -0.6053 -0.2078
S -0.2950 0.4441 1.4443 0.8127 0.7070 -1.2903
Cl 1.7483 -0.0815 1.1830 -0.2687 0.1009 -0.0371
H 0.6174 0.3355 -1.7710 -2.3301 0.6156 1.4631
H -0.1556 -0.9043 -1.2414 -1.1515 0.9825 1.0050
```
Forces are in eV/Å.

**Largest force on an atom**: 3.8 eV/Å
**ΔE to the lowest compared entry with this formula, charge and spin**: 1.957 eV

---

[2]
Molecular formula: ClH2NP2
Method: DFT, wB97M-V/def2-TZVPD

```
6
Properties=species:S:1:pos:R:3:forces:R:3
N -1.6986 0.2255 0.1913 4.4861 1.9036 -0.7186
P -0.1817 1.0491 0.3025 -4.2989 -2.2133 -0.7490
P 1.1389 -0.7047 0.6541 -1.6645 -1.1482 0.9042
Cl 2.6629 0.1928 -0.3244 0.4731 0.0617 -0.8209
H -2.2204 0.7509 -0.5286 -0.3733 0.4140 0.9955
H 0.2989 -1.5137 -0.2949 1.3776 0.9824 0.3888
```
Forces are in eV/Å.

**Largest force on an atom**: 4.9 eV/Å
**ΔE to the lowest compared entry with this formula, charge and spin**: 1.382 eV
**Structure (SMILES)**: N=P#[PH]Cl

---

How do the records compare in HOMO level? In the order shown, they have -10.598 -8.928 eV.
How do the records compare in frontier orbital gap? In the order shown, they have 10.35 7.57 eV.